The following is a quantum chemistry calculation of a structure of composition C25H44Cl3N4O3ScSeSi, from the OMol25 dataset.

Computed properties:
frontier orbital gap: 0.2868 hartree
molecular weight: 707.01 Da
energy relative to the best compared isomer or geometry (same formula, charge and spin): 12.8 kcal/mol

CARTESIAN COORDINATES (ANGSTROEM)
C 2.57 -1.93 -7.55
C 1.75 -1.41 -8.68
H 2.70 -3.01 -7.63
H 2.07 -1.75 -6.60
H 3.56 -1.48 -7.50
C 1.59 -2.00 -9.86
C 2.19 -3.28 -10.34
H 0.95 -1.49 -10.58
H 2.23 -4.01 -9.53
H 3.22 -3.12 -10.67
H 1.64 -3.72 -11.17
Sc 0.00 0.00 0.00
Cl 1.54 1.47 0.88
Cl 1.29 -0.56 -1.82
C -0.14 2.24 -1.81
O -0.86 1.54 -1.07
N -0.63 3.21 -2.59
C -2.03 3.26 -2.95
C 0.24 4.24 -3.12
H 0.94 2.10 -1.85
H -2.59 2.64 -2.26
H -2.17 2.89 -3.96
H -2.40 4.28 -2.90
H 1.24 4.12 -2.72
H -0.14 5.23 -2.85
H 0.29 4.17 -4.21
H 0.24 -4.63 -1.42
H -0.76 -2.93 -3.24
C -0.72 -4.55 -0.90
C -1.68 -3.19 -2.72
N -1.41 -3.35 -1.31
H -0.52 -4.52 0.17
C -1.59 -2.35 -0.46
O -1.56 -1.14 -0.78
H -2.38 -2.37 -2.86
H -1.82 -2.66 0.57
H -1.32 -5.43 -1.12
H -2.08 -4.11 -3.13
O -0.28 -0.33 -7.90
C 1.04 -0.10 -8.40
C -0.18 0.82 -10.43
C 0.97 0.75 -9.65
H -1.05 0.26 -10.13
C -0.20 1.59 -11.58
H 1.62 0.45 -7.65
C 2.09 1.47 -10.04
H -1.10 1.64 -12.18
C 0.93 2.31 -11.96
C 2.07 2.25 -11.18
H 2.99 1.41 -9.44
H 0.91 2.92 -12.86
H 2.96 2.80 -11.47
Si -0.98 0.54 -6.66
Cl 0.67 -1.81 1.30
C -2.81 0.23 -6.87
C -0.59 2.37 -6.83
C -0.42 -0.08 -4.98
H -3.11 0.32 -7.92
H -3.41 0.93 -6.29
H -3.08 -0.78 -6.55
H -0.66 -1.13 -4.85
H -0.92 0.47 -4.18
H 0.65 0.04 -4.85
H -0.75 2.72 -7.85
H 0.44 2.59 -6.55
H -1.24 2.96 -6.18
C 1.31 -0.17 3.98
N -0.09 -0.26 4.36
C -0.45 -0.73 5.57
C -1.81 -0.65 5.68
N -2.30 -0.14 4.54
C -3.72 0.14 4.32
C -1.24 0.08 3.72
Se -1.44 0.87 2.12
H 1.86 0.50 4.67
H 1.41 0.22 2.98
H 1.78 -1.18 4.00
H 0.24 -1.07 6.34
H -2.40 -0.92 6.55
H -4.31 -0.80 4.42
H -4.07 0.87 5.08
H -3.91 0.57 3.31